Record 1
2 unconnected molecules or ions with the total composition C12H17N at a distorted geometry, computed with the ωB97M-V functional and the def2-TZVPD basis.

Each line ends with the Mulliken charge.
Positions of all 30 atoms, in Å:
C (-0.4792, -2.1751, -1.7272)  -1.19
C (-2.0141, 1.0675, -0.9661)  -0.30
C (-1.0246, 0.2622, -1.5374)  1.01
C (-1.2941, -1.1208, -1.1579)  0.76
C (-2.4130, -1.0204, -0.3142)  -0.65
C (-1.7186, 2.4416, -0.9959)  -0.39
C (-0.7428, 3.0118, -1.7924)  -0.52
C (0.1346, 2.1867, -2.5012)  -0.61
C (-0.0124, 0.8181, -2.3312)  -0.38
N (-2.8322, 0.2473, -0.1903)  0.02
H (-2.1431, 3.0759, -0.2164)  0.36
H (-0.5676, 4.0488, -1.7253)  0.44
H (-3.7202, 0.5846, 0.1632)  0.29
H (1.0326, 2.4378, -3.0752)  0.39
H (-3.0926, -1.7755, 0.0724)  0.45
H (0.5589, 0.1465, -2.9610)  0.30
H (-0.9979, -3.1361, -1.8567)  0.39
H (0.3653, -2.4078, -1.0338)  0.23
H (-0.2065, -1.9703, -2.7513)  0.40
C (2.0929, -0.0327, 2.2990)  -0.19
C (0.9890, -0.2221, 3.3017)  -0.99
C (2.6001, -1.3744, 1.6572)  -0.99
H (1.9025, 0.6790, 1.4934)  0.33
H (3.0478, 0.3043, 2.7751)  0.23
H (0.7610, -1.3288, 3.2647)  0.25
H (2.4951, -1.2838, 0.5972)  0.15
H (3.6348, -1.5619, 1.8562)  0.34
H (0.1103, 0.3826, 3.1661)  0.27
H (1.4458, -0.1038, 4.3087)  0.28
H (2.0881, -2.1813, 2.1787)  0.33

As for the net charge: +1. As for the spin multiplicity: 2. The calculation puts the electronic energy at -521.88457 a.u. For the energy relative to the best compared isomer or geometry (same formula, charge and spin), the calculation gives 1.581 eV. The largest force on an atom comes out at 3.13 eV/Å. As for the HOMO-LUMO gap (spin up / spin down): 0.3495 / 0.2209 Eh. Its expectation value of S² is 0.77. The calculation puts the LUMO energy (spin up / spin down) at -3.625 / -7.174 eV.


Record 2
A gas-phase ion, C4H13N3 (charge +2) at a distorted geometry, computed with the ωB97M-V functional and the def2-TZVPD basis.

Each line ends with the Mulliken charge.
Positions of all 20 atoms, in Å:
C (-1.1592, -0.2369, 0.0888)  0.88
C (-2.1551, -1.3246, -0.3093)  -1.36
C (1.8444, 1.5006, -0.4793)  -0.91
C (1.1551, 0.8881, 0.8081)  -0.74
N (-1.6947, 0.9255, -0.1230)  -0.39
N (0.2007, -0.2986, 0.3436)  0.08
N (0.9935, -1.5093, 0.3220)  -0.48
H (-2.1528, -1.0535, -1.3625)  0.45
H (-1.9700, -2.3733, -0.1432)  0.39
H (-3.1506, -1.0677, 0.0522)  0.37
H (1.1997, 1.3291, -1.3537)  0.34
H (2.0375, 2.5710, -0.4617)  0.34
H (2.8646, 0.9953, -0.5604)  0.36
H (0.4885, 1.6414, 1.3471)  0.38
H (1.8806, 0.4959, 1.5758)  0.43
H (-2.7714, 1.0880, -0.1642)  0.30
H (-1.2607, 1.9105, -0.3910)  0.31
H (1.7997, -1.2411, -0.2774)  0.38
H (0.5490, -2.3737, -0.2351)  0.43
H (1.3014, -1.8667, 1.3231)  0.43

As for the net charge: +2. The calculation puts the electronic energy at -323.73636 a.u. For the energy relative to the best compared isomer or geometry (same formula, charge and spin), the calculation gives 4.262 eV. The largest force on an atom comes out at 5.25 eV/Å. The structure (SMILES) is CC/[N+]([NH3+])=C(/C)N. As for the HOMO-LUMO gap: 0.4321 Eh. The calculation puts the LUMO energy at -8.014 eV.


Record 3
C5H8N2 in the gas phase, computed with the ωB97M-V functional and the def2-TZVPD basis.

Each line ends with the Mulliken charge.
Positions of all 15 atoms, in Å:
C (-1.5596, -1.1938, 0.4581)  -1.04
N (-0.3384, -0.6036, -0.0758)  0.12
C (0.9273, -1.1554, 0.3944)  -0.69
C (1.8911, -0.0161, 0.2824)  -0.31
C (1.2524, 1.0411, -0.2393)  -0.47
C (-0.1446, 0.6500, -0.4281)  0.43
N (-1.1459, 1.4429, -0.8610)  -0.46
H (-2.0887, -0.3903, 0.9867)  0.26
H (-2.1674, -1.6671, -0.3133)  0.21
H (0.6630, -1.5046, 1.3932)  0.36
H (1.2410, -2.0311, -0.1909)  0.27
H (2.9414, -0.0684, 0.5449)  0.41
H (1.6564, 2.0218, -0.4643)  0.37
H (-2.0668, 1.0342, -0.7325)  0.33
H (-1.0612, 2.4404, -0.7545)  0.22

The calculation puts the electronic energy at -304.72136 a.u. For the energy relative to the best compared isomer or geometry (same formula, charge and spin), the calculation gives 3.106 eV. The largest force on an atom comes out at 0.55 eV/Å. As for the HOMO-LUMO gap (spin up / spin down): 0.2388 / 0.2388 Eh. The calculation puts the LUMO energy (spin up / spin down) at 0.490 / 0.490 eV.


Record 4
A molecular structure, C6H39NO14 at a distorted geometry, computed with the ωB97M-V functional and the def2-TZVPD basis.

Each line ends with the Mulliken charge.
Positions of all 60 atoms, in Å:
C (1.3638, -2.4436, -1.2642)  -1.46
C (1.9244, -1.1393, -0.7166)  0.43
N (1.3870, -0.0174, -1.5115)  0.01
C (0.6493, 0.9511, -0.8780)  -0.26
C (-0.0198, 1.9473, -1.8040)  1.90
C (-0.5449, 3.1566, -0.9717)  -1.42
C (0.9008, 2.4081, -2.9163)  -1.52
O (0.6568, 1.0670, 0.3417)  -0.47
H (0.3307, -2.5087, -0.9411)  0.27
H (1.8905, -3.2892, -0.8106)  0.46
H (1.4689, -2.5284, -2.3393)  0.43
H (1.9455, -1.0436, 0.3660)  -0.29
H (3.0192, -1.0311, -0.8138)  0.30
H (1.0181, -0.2440, -2.4276)  0.33
H (-0.9648, 1.4995, -2.1221)  -0.14
H (-1.1329, 3.7463, -1.6775)  0.48
H (0.2774, 3.7379, -0.5607)  0.36
H (-1.2222, 2.7843, -0.2064)  0.06
H (0.6869, 3.4422, -3.2216)  0.47
H (0.7947, 1.9922, -3.9227)  0.33
H (1.9524, 2.3366, -2.6573)  0.24
H (-1.1109, -1.8344, -1.6817)  0.19
H (-2.1717, -2.1718, -0.7520)  0.46
O (-2.0570, -1.7543, -1.6391)  -0.65
H (4.3601, 2.8408, -0.5848)  0.27
H (2.9316, 2.1376, -0.3141)  0.38
O (3.8738, 2.1568, -0.1272)  -0.67
H (-1.1851, -1.9122, 0.9896)  0.33
H (-1.1691, -3.4832, 0.9781)  0.34
O (-1.7185, -2.6977, 0.8937)  -0.64
H (-2.7741, 1.5238, 0.0983)  0.37
H (-3.8121, 2.6724, -0.5458)  0.30
O (-3.6577, 1.8632, -0.0606)  -0.75
H (2.9918, -2.2303, 2.0735)  0.29
H (3.1232, -1.5794, 3.3592)  0.27
O (2.4172, -1.8597, 2.7593)  -0.60
H (1.5575, 0.2188, 2.3692)  0.18
H (0.5358, -0.6477, 2.8835)  0.37
O (0.8472, 0.2609, 2.9977)  -0.74
H (-1.0741, 2.0659, 3.4758)  0.26
H (-0.6382, 1.0477, 2.3438)  0.36
O (-1.3945, 1.5286, 2.7536)  -0.57
H (4.5617, 0.8581, 1.1545)  0.30
H (3.2779, 0.5911, 1.8213)  0.31
O (4.1126, 0.1503, 1.6395)  -0.57
H (-3.7558, 0.8458, 1.7833)  0.27
H (-2.3879, 0.8837, 2.4196)  0.51
O (-3.1098, 0.2626, 2.2024)  -0.87
H (-3.8816, 0.5923, -1.6272)  0.40
H (-4.1250, -0.7639, -2.4874)  0.30
O (-3.9769, 0.1812, -2.4941)  -0.70
H (-1.5830, -0.1772, -4.4233)  0.29
H (-1.9574, -0.0304, -3.0789)  0.15
O (-1.1884, 0.2255, -3.6317)  -0.64
H (1.3604, -3.3326, 1.4170)  0.28
H (0.7057, -3.8344, 2.6944)  0.32
O (0.7481, -3.9912, 1.7458)  -0.66
H (-1.5615, -2.6487, 3.2744)  0.27
H (-2.0021, -1.0610, 2.9489)  0.40
O (-1.4942, -1.7207, 3.4268)  -0.63

The calculation puts the electronic energy at -1360.07845 a.u. For the energy relative to the best compared isomer or geometry (same formula, charge and spin), the calculation gives 3.976 eV. The largest force on an atom comes out at 3.60 eV/Å. As for the HOMO-LUMO gap: 0.3762 Eh. The calculation puts the LUMO energy at 0.177 eV.


Record 5
2 unconnected molecules or ions with the total composition C3H3BrClF3O at a distorted geometry, computed with the ωB97M-V functional and the def2-TZVPD basis.

Each line ends with the Mulliken charge.
Positions of all 12 atoms, in Å:
C (1.0633, 0.9343, -0.1151)  -0.50
C (-0.3740, 0.8983, 0.3445)  0.15
C (-1.0705, -1.3606, -0.2814)  0.57
O (1.8911, 0.0900, 0.6102)  -0.48
F (-1.3535, -1.3072, -1.5778)  -0.21
F (-0.0418, -2.1919, -0.0782)  -0.24
F (-2.1238, -1.7369, 0.4280)  -0.20
Cl (-0.6409, 0.8610, 2.0369)  -0.10
Br (-1.5714, 1.9574, -0.6564)  -0.01
H (1.0929, 0.7413, -1.1972)  0.31
H (1.4502, 1.9492, 0.0583)  0.36
H (1.6785, -0.8348, 0.4284)  0.34

The calculation puts the electronic energy at -3525.06179 a.u. The largest force on an atom comes out at 3.52 eV/Å. As for the HOMO-LUMO gap (spin up / spin down): 0.3159 / 0.3129 Eh. The calculation puts the LUMO energy (spin up / spin down) at -0.618 / -0.591 eV.


Record 6
2 unconnected molecules or ions with the total composition C4H9O at a distorted geometry, computed with the ωB97M-V functional and the def2-TZVPD basis.

Each line ends with the Mulliken charge.
Positions of all 14 atoms, in Å:
C (-1.8447, -1.9683, -0.2785)  -0.70
O (-1.1565, -1.4559, -1.3447)  -0.85
H (-2.7912, -2.4526, -0.6276)  0.27
H (-1.2695, -2.5558, 0.4600)  0.17
H (-2.3448, -1.2239, 0.4019)  0.13
C (2.0486, 0.7599, 0.6180)  -0.98
C (0.5623, 0.7634, 0.2410)  0.26
C (0.1077, 1.6566, -0.6385)  -0.73
H (2.6746, 0.5505, -0.2456)  0.26
H (2.3677, 1.6257, 1.2036)  0.28
H (2.1801, -0.0289, 1.3742)  0.29
H (-0.1569, 0.0694, 0.6521)  0.10
H (-0.9651, 1.8558, -0.5619)  0.20
H (0.5874, 2.4040, -1.2541)  0.29

As for the net charge: -1. The calculation puts the electronic energy at -232.95343 a.u. For the energy relative to the best compared isomer or geometry (same formula, charge and spin), the calculation gives 1.783 eV. The largest force on an atom comes out at 2.22 eV/Å. As for the HOMO-LUMO gap: 0.2116 Eh. The calculation puts the LUMO energy at 4.052 eV.